93
Properties=species:S:1:pos:R:3:forces:R:3:mulliken_charge:R:1 method="wB97M-V/def2-TZVPD" energy_ha=-3930.83586 total_charge=+1 homo_energy_ev="-10.59 / -10.70" relative_energy_kcal_mol=0.0 homo_lumo_gap_ev="7.2 / 6.1" multiplicity=5 max_force_ev_per_a=1.1 e_lumo_ev="-3.36 / -4.60"
C -0.793943 -0.811839 3.926294 -0.1557 -0.1702 -0.2631 0.7717
C -0.008754 0.363785 3.891287 -0.0095 0.1854 -0.3606 -0.3014
H -2.579232 -2.482107 1.723333 -0.0307 0.0321 0.0087 0.6029
H -0.203534 4.048474 -4.523983 -0.0310 -0.0225 0.0163 0.4289
H 2.690649 -3.272439 -4.510070 0.0334 0.0740 0.0113 0.2637
H -0.055083 -3.812257 1.016689 0.0545 -0.0630 -0.0125 -0.0902
C 3.367909 0.885968 -0.018305 -0.1955 0.2712 0.0071 -0.9710
H 3.586458 -4.790418 -0.699028 -0.0405 -0.0185 -0.0697 0.3164
H -2.249870 4.592619 1.581012 0.0543 -0.0173 0.0148 0.4016
C 1.972364 0.599833 -3.700519 0.0136 0.2619 -0.0326 -0.6099
C 2.980423 -2.226042 -4.372487 0.1445 -0.1583 -0.0888 -1.0202
C -4.271637 3.324906 -0.109426 -0.0604 -0.0688 0.0479 -0.2491
C -0.852430 3.340004 -4.023007 0.0310 -0.0287 -0.0324 -0.6573
H 3.813866 -1.141986 2.292881 -0.0410 -0.0325 -0.0166 0.4030
C 0.685512 0.701203 5.020976 0.1217 0.2426 0.1099 -0.4340
H -0.160469 3.878374 -2.067265 -0.0403 -0.0219 -0.0348 0.3842
C -0.826901 3.238302 -2.636366 0.0366 -0.0250 -0.0071 -0.4854
H 0.198776 -4.746635 -3.263114 -0.0424 -0.0073 0.0747 0.2632
H 2.852200 1.390967 -0.838229 0.0570 0.0100 0.0295 0.1762
H 1.217162 2.707561 -0.101381 0.0944 -0.0587 -0.0262 0.3655
C 1.594504 4.384994 1.172078 -0.0060 -0.0137 0.0514 -0.7516
C -5.234255 1.770353 1.988299 0.0218 -0.0011 -0.0009 -0.7585
H 4.436197 1.095843 -0.124577 -0.0433 0.0092 0.0545 0.5109
C -2.415774 -3.011961 3.819865 0.0281 -0.0695 -0.0106 -1.1950
H -1.720418 2.609971 -5.841920 -0.0140 0.0042 0.0049 0.4106
C 0.555610 -0.056972 6.207528 0.0320 0.0139 -0.1049 -0.3673
H 3.301212 -2.717583 1.674488 -0.0318 0.0637 0.0430 0.3595
C -2.157948 -2.229238 2.688716 0.0686 -0.0123 0.0322 -0.1736
Os -0.856042 0.310119 1.139860 0.5267 -0.3254 0.8698 0.8531
C 2.849823 -4.960622 -1.489589 0.1995 -0.0955 -0.0682 -1.0858
H -7.051612 2.886616 1.778410 0.0314 0.0104 -0.0075 0.3848
H 3.260311 -1.825876 -5.352308 -0.0160 -0.0438 0.0464 0.4098
C -0.258088 -1.152758 6.259554 0.0053 -0.0152 0.0604 -0.2918
C -3.942471 1.587592 1.514462 -0.0216 0.1718 -0.1260 -0.3024
H 2.088896 -1.515382 2.149495 0.0757 0.0008 -0.0147 0.1227
H 4.517285 -2.686749 -1.284538 0.0412 0.0755 0.0424 0.2745
H 4.874096 -1.037896 -1.822842 0.0006 -0.0557 0.0588 0.3317
H 2.060622 0.954665 -4.733412 -0.0032 -0.0202 0.0826 0.4636
H -0.826198 -0.942085 -4.127335 0.0527 -0.0179 -0.0823 0.0853
O 0.008041 1.087660 2.757421 -0.0087 -0.2305 0.0595 -0.6029
H 1.658821 6.081463 2.485194 -0.0292 -0.0201 -0.0307 0.4068
Te -1.039932 -1.144568 -0.900163 -0.0880 -0.1406 -0.3453 -0.5533
H 0.485689 -5.490496 0.848458 0.0241 0.0730 -0.0076 0.4240
H -6.194997 4.273487 -0.082215 0.0006 -0.0199 0.0032 0.4258
C -5.563419 3.516080 0.364298 0.0812 -0.0142 0.0016 -0.7594
C -1.173714 4.530867 1.457316 0.0962 -0.0335 -0.0144 -0.7043
H 2.672140 4.318876 1.076645 -0.0426 0.0069 -0.0349 0.4545
C -1.650841 2.327927 -1.973842 0.0297 -0.1273 -0.2040 0.7123
C -0.957523 -1.574161 5.096774 -0.0382 -0.0894 -0.0153 0.7119
H 1.168926 1.174059 -3.222652 0.0874 -0.0283 -0.0404 -0.0887
C -6.042993 2.739657 1.412663 -0.0132 0.0066 -0.0486 -0.5191
C -1.703921 2.533207 -4.762328 -0.0276 -0.0021 0.0483 -0.5184
C -0.615691 3.534111 0.648572 0.0932 0.0471 0.1961 0.3781
N -1.373800 -1.170555 2.736896 -0.1206 0.1330 0.0182 -0.1424
H -5.609223 1.169196 2.806926 0.0170 -0.0117 -0.0179 0.4360
Si 1.404303 -1.809413 -1.388238 -0.0177 -0.0766 -0.0211 0.1443
C 0.779527 -4.446364 0.696633 -0.1146 -0.0817 0.1627 -0.6324
C -1.804922 -2.699329 5.005028 0.0055 -0.0039 0.0479 -0.5472
Si -1.670605 2.210527 -0.122947 -0.3169 0.4768 -0.0366 0.8092
Si 1.226326 -4.136205 -1.092707 -0.1041 0.0828 0.1406 0.2823
H 1.628749 -4.240059 1.351751 -0.0642 0.0011 -0.0010 0.2503
H -0.379469 -5.797271 -1.963050 0.0170 0.0553 -0.0296 0.4114
H -3.907986 3.934860 -0.931560 -0.0328 -0.0382 0.0350 0.4492
Si 1.584550 -1.220787 -3.656107 0.0178 0.1629 0.0914 0.2004
H 2.693810 -6.041776 -1.572963 0.0363 0.0741 0.0176 0.4173
I -0.451760 -2.170845 8.065737 0.0081 -0.0317 -0.0033 0.1355
C -0.356243 5.448595 2.103225 0.0023 -0.0234 0.0050 -0.7292
C -2.522704 1.536634 -2.733610 0.0389 0.0596 -0.0780 -0.3440
H 0.083046 -1.296445 -5.603557 -0.0121 -0.0152 0.0444 0.3806
C -3.435979 2.358755 0.462470 -0.1580 -0.0712 0.1004 0.6500
H -0.796570 6.218669 2.725481 0.0210 -0.0206 -0.0384 0.4131
H -3.319020 0.830202 1.986656 0.0027 -0.0397 0.0747 0.0679
C -0.016768 -1.550710 -4.543985 -0.2334 -0.1045 -0.0096 -0.7639
H -3.200706 0.845840 -2.238646 0.0149 0.0488 -0.0259 0.5374
H -1.961237 -3.317818 5.880194 -0.0158 0.0465 -0.0127 0.2282
H 3.276258 -4.612420 -2.434971 -0.0351 -0.0523 0.0726 0.3122
H -1.031895 -4.161044 -2.134885 0.0311 -0.0836 -0.0169 0.3292
H 3.868498 -2.200034 -3.735436 -0.0384 -0.0048 -0.0724 0.3083
H -0.313083 -2.601622 -4.472484 0.0106 0.0791 -0.0381 0.2726
C -0.122461 -4.764114 -2.216742 -0.1239 -0.0327 -0.1745 -1.0388
C 3.067165 -1.649472 1.674070 -0.0910 -0.0965 0.1778 -1.0015
C -2.551061 1.636784 -4.115629 0.0366 0.0107 -0.0070 -0.7999
I 1.910562 2.373107 4.973639 0.0004 -0.0068 0.0218 0.0997
H 5.496966 -1.618996 -0.272083 -0.0361 0.0195 -0.0585 0.4110
H 1.112849 0.246263 7.083769 -0.0330 0.0331 -0.0274 0.3848
C 1.024818 5.371934 1.966578 -0.0174 -0.0027 0.0130 -0.6229
H 3.029037 1.321191 0.926046 -0.0320 0.0110 -0.0583 0.2607
C 4.636578 -1.653006 -0.949074 0.0471 -0.1458 -0.1075 -1.2579
Si 3.133787 -0.964282 -0.059837 0.2620 -0.0142 -0.0167 0.5971
H 2.911346 0.827022 -3.186062 -0.0649 -0.0074 -0.0514 0.3152
H -3.071724 -3.867526 3.737035 0.0315 0.0253 -0.0063 0.4433
H -3.236721 1.026909 -4.691700 0.0274 0.0087 0.0189 0.4500
C 0.775963 3.474131 0.522473 -0.0723 0.1456 -0.0074 0.2762

=====

16
Properties=species:S:1:pos:R:3:forces:R:3:mulliken_charge:R:1 method="wB97M-V/def2-TZVPD" energy_ha=-288.08782 total_charge=+1 homo_energy_ev=-14.39 relative_energy_kcal_mol=47.2 homo_lumo_gap_ev=9.3 max_force_ev_per_a=2.1 e_lumo_ev=-5.07
C -1.690065 -1.136615 0.796739 -0.0411 -0.9895 -0.0860 -0.9029
C 0.748087 -1.924688 0.731247 -0.3973 -0.0566 -1.3377 -1.1536
H 1.105901 -1.951256 1.754362 -0.1851 0.3318 0.1957 0.2953
H 0.486550 -2.945100 0.428006 0.2197 0.2363 0.0509 0.3692
H 1.119723 2.031534 0.193073 -0.3512 0.3483 -0.4306 0.3278
O 0.025011 2.681306 -1.635487 -0.4550 0.4594 -2.0248 -0.6289
H 1.902037 0.352735 -0.100135 0.3537 0.2260 1.1720 0.1936
C 1.030587 0.969305 0.109320 0.6596 -1.8416 -0.8614 -0.1567
C -0.416058 -1.025355 0.438824 -0.1977 0.9894 0.8717 0.8728
N -0.082385 0.332949 0.043245 0.0097 1.2165 0.0350 -0.0134
H -2.018399 -2.072924 1.233282 0.0039 0.0450 -0.0323 0.2718
H 1.526736 -1.537572 0.075040 0.4378 -0.7350 0.1251 0.3280
H -0.847635 0.935842 -0.252591 -0.4577 -0.1441 0.7958 0.2893
H -0.861288 2.717851 -2.023223 -0.6223 -0.0876 0.7954 0.3145
H -2.454824 -0.377369 0.700428 0.1973 0.1379 -0.1836 0.2695
H 0.426022 2.949350 -2.492123 0.8257 -0.1361 0.9150 0.3239

=====

29
Properties=species:S:1:pos:R:3:forces:R:3:mulliken_charge:R:1 method="wB97M-V/def2-TZVPD" energy_ha=-462.48875 total_charge=+2 homo_energy_ev=-18.41 relative_energy_kcal_mol=51.1 homo_lumo_gap_ev=9.5 max_force_ev_per_a=6.6 e_lumo_ev=-8.87
H 2.869244 -0.415253 -0.811217 1.3016 -0.0109 0.8778 0.4728
H -1.549090 -0.170910 -2.854926 0.4406 -2.4734 -0.5140 0.3307
H -0.076296 -2.751625 -1.460977 -1.2037 1.3263 -1.2379 0.3926
N -0.433791 -0.905747 -0.664497 1.3970 0.9700 0.3759 0.1966
H -0.304918 3.085793 1.014062 1.2308 -1.3303 1.9485 0.4024
H -1.342835 -1.949100 -3.727319 -0.6636 1.0035 0.6067 0.3721
H 0.913956 1.589600 -0.326499 0.5114 1.9804 -0.9002 0.4441
H -1.749198 -2.463122 -1.381884 -1.3182 0.2827 0.9040 0.5436
C 1.993047 -0.841173 -1.195353 -2.2819 -2.1130 1.3211 -1.5962
C -0.979936 -1.202179 -2.979474 -0.8346 0.5334 -0.6303 -0.9405
H 1.844163 -1.936835 -1.247296 1.1326 0.3929 -0.3562 0.3460
H -0.363623 0.600817 3.385127 0.3192 -0.3736 0.1102 0.4723
N -0.048654 1.003313 1.402501 0.5911 -0.9569 1.7714 -0.0897
H 1.863256 0.772402 1.031034 1.0178 0.0965 -1.0262 0.4372
C -0.880342 -1.913265 -1.622133 4.4213 -1.5837 -1.4198 -0.8704
C 0.326132 0.167292 2.645075 -3.6607 -0.6386 0.0697 -0.9506
H -2.084106 1.023890 1.587688 -1.6802 0.2140 0.2474 0.6326
C -1.396465 0.552993 0.955241 1.8680 0.3686 -0.7900 -0.7748
C -1.517904 -0.322397 -0.051490 1.1512 3.0060 3.5541 -0.3474
C 0.101200 2.404425 1.922999 -4.7715 3.5937 -2.8770 -0.8343
H -0.067968 -0.899838 -3.483059 0.7264 -0.0429 0.6211 0.3193
H -2.467876 -0.584930 -0.311905 -2.2481 -1.0137 -0.9555 0.5808
H -0.044877 -0.909959 2.559705 1.4644 1.2807 -0.1752 0.3099
H -0.573439 2.784746 2.751136 0.4279 -1.5352 -0.7192 0.3780
H 1.287101 0.491308 2.925203 1.4606 -0.5344 0.3321 0.4833
C 1.002050 0.831003 0.384511 -1.6609 -2.5404 0.3832 -0.6787
C 0.783974 -0.393481 -0.516663 -1.0444 -0.1430 1.6465 1.1473
H 1.049208 2.761891 2.181869 1.9035 -0.4357 0.0583 0.4077
H 1.847989 -0.409660 -2.111459 0.0024 0.6771 -3.2263 0.4131

=====

12
Properties=species:S:1:pos:R:3:forces:R:3:mulliken_charge:R:1 method="wB97M-V/def2-TZVPD" energy_ha=-497.92817 total_charge=+2 homo_energy_ev="-17.00 / -16.99" relative_energy_kcal_mol=0.0 homo_lumo_gap_ev="6.2 / 5.8" multiplicity=2 max_force_ev_per_a=3.7 e_lumo_ev="-10.81 / -11.16"
H -1.936038 -0.001065 1.425692 0.2945 -0.3076 -0.2119 0.3255
O 2.532905 0.204830 -0.887495 0.8636 0.4996 -1.5883 -0.5228
C 0.575673 -0.538878 0.094871 -0.3137 0.9508 -1.0309 0.0487
H -0.764620 -1.870798 -0.071757 -0.5326 0.8870 -0.7391 0.3283
H -2.739964 -0.269074 -0.144716 0.2184 0.1534 0.2237 0.3046
C 1.925344 -0.203922 0.135061 -1.5990 -0.8360 2.3867 0.1381
C -1.822606 0.110851 0.336918 -1.2573 0.4868 -1.0662 -0.1947
Pb 4.367755 0.160516 -1.869159 0.6654 0.1677 -0.5153 1.4637
O -1.553441 1.439759 -0.029780 0.3248 -0.2032 0.1187 -0.4910
C -0.679040 -0.736211 -0.157479 1.5860 -1.8734 2.7084 -0.1368
H 2.448251 -0.259230 1.100431 -0.1420 -0.0536 -0.2827 0.4060
H -2.354218 1.963223 0.067412 -0.1080 0.1284 -0.0029 0.3303

=====

14
Properties=species:S:1:pos:R:3:forces:R:3:mulliken_charge:R:1 method="wB97M-V/def2-TZVPD" energy_ha=-1210.42625 homo_energy_ev=-10.84 relative_energy_kcal_mol=0.0 homo_lumo_gap_ev=10.3 max_force_ev_per_a=5.6 e_lumo_ev=-0.54
O 1.489290 1.079224 1.911730 -0.9174 -0.0315 -0.1859 -0.5323
C 0.517792 0.403271 -0.150091 2.6050 -1.9201 -1.1509 0.0544
N -1.814358 0.153554 -0.258969 1.1218 0.1236 -2.3217 -0.2735
F -0.111784 -2.023574 0.202266 0.4289 -0.7417 0.1398 -0.2283
O -0.772827 1.300256 -2.020999 -0.2064 -0.7887 0.1025 -0.5577
O -0.637468 0.715422 1.851052 -0.6895 0.1967 1.7401 -0.6339
C -0.763740 0.631359 -1.022262 -0.5142 0.5963 3.0439 0.4143
H -2.715951 0.395791 -0.556523 -1.3288 0.1303 -0.4070 0.2391
N 0.446329 0.802956 1.363093 1.4323 -0.5976 -1.1279 1.0319
H -1.679973 -0.308417 0.619697 -0.0512 0.1348 -0.1446 0.2313
C 0.940020 -1.354785 -0.238998 -1.1933 5.2590 1.6201 0.7593
F 1.158943 -1.590787 -1.491597 0.5982 -0.7959 -0.3793 -0.1943
F 1.991656 -1.466047 0.568968 -0.3538 -1.0344 -0.7829 -0.1958
Cl 1.952066 1.261780 -0.777366 -0.9315 -0.5307 -0.1463 -0.1145